Entry 1:
{
  "formula": "C16H29FN4O8P2V",
  "method": "ωB97M-V with the def2-TZVPD basis set",
  "symbols": ["V", "C", "O", "C", "O", "N", "N", "H", "H", "H", "H", "H", "H", "C", "P", "C", "C", "C", "P", "C", "C", "H", "H", "H", "H", "H", "H", "H", "H", "H", "H", "H", "H", "H", "H", "H", "H", "F", "C", "C", "N", "C", "C", "O", "O", "C", "O", "N", "C", "O", "H", "H", "H", "H", "C", "C", "O", "O", "H", "H", "H"],
  "positions_angstrom": [[-0.309291, 0.206641, 0.230563], [0.347800, -1.538995, 4.963942], [0.128879, -0.361879, 4.158756], [-0.311396, -0.479280, 2.941509], [-0.315814, 0.537143, 2.216209], [-0.837812, -1.645677, 2.507495], [-0.937833, -1.736607, 1.099495], [0.768116, -1.171957, 5.892609], [1.065773, -2.189287, 4.463843], [-0.595547, -2.046154, 5.165209], [-0.540452, -2.490538, 2.974675], [-1.872929, -2.033142, 0.829037], [-0.262438, -2.413056, 0.727850], [1.535485, 3.098294, 1.077148], [0.404369, 2.513652, -0.216005], [1.258822, 2.854732, -1.777994], [-1.024797, 3.663738, -0.149197], [-2.089510, 3.120636, 0.814107], [-2.525290, 1.402811, 0.336201], [-3.446776, 1.602266, -1.215086], [-3.775573, 0.872958, 1.539815], [1.848300, 4.125298, 0.886460], [2.411374, 2.450322, 1.100103], [1.042632, 3.037876, 2.047471], [1.531368, 3.907085, -1.861499], [0.617348, 2.575122, -2.613485], [2.160420, 2.242808, -1.819735], [-1.431963, 3.741716, -1.160357], [-0.694308, 4.663132, 0.139442], [-2.977451, 3.756147, 0.822706], [-1.700241, 3.082105, 1.835479], [-4.198131, 2.387220, -1.122143], [-3.927482, 0.654288, -1.451597], [-2.762769, 1.844600, -2.028319], [-4.610325, 1.573441, 1.578783], [-3.325158, 0.799651, 2.529918], [-4.149337, -0.107756, 1.244355], [3.183175, -1.196036, -4.717359], [2.423947, -1.772021, -3.788324], [1.094128, -1.788462, -3.896752], [0.295410, -2.386466, -2.941087], [-1.150131, -2.236684, -2.944518], [-1.601046, -1.306399, -1.820772], [-2.661522, -1.483157, -1.247615], [-0.768129, -0.342211, -1.552469], [0.835576, -2.925801, -1.802294], [0.135548, -3.348788, -0.891443], [2.202171, -2.978513, -1.765266], [3.105716, -2.380000, -2.649246], [4.292148, -2.391850, -2.442550], [0.590378, -1.342043, -4.741833], [-1.632379, -3.199600, -2.801203], [-1.462377, -1.827242, -3.904516], [2.599450, -3.417060, -0.945208], [3.800131, -0.854670, 0.815103], [2.309450, -0.940021, 1.019424], [1.811036, -1.614095, 1.916290], [1.591623, -0.275808, 0.153433], [4.323737, -1.279325, 1.666119], [4.096958, 0.182337, 0.663823], [4.086966, -1.395430, -0.089495]],
  "forces_ev_per_angstrom": [[0.215, -0.451, -0.303], [0.005, -0.021, -0.003], [-0.053, 0.008, 0.027], [0.090, -0.097, 0.075], [0.016, 0.112, 0.116], [-0.075, -0.032, -0.051], [-0.015, 0.075, 0.036], [-0.004, -0.003, 0.004], [-0.011, 0.010, -0.009], [-0.004, 0.009, -0.003], [-0.041, 0.028, -0.036], [0.017, 0.016, 0.015], [-0.006, -0.011, 0.064], [-0.022, 0.014, -0.001], [0.078, 0.192, -0.116], [-0.009, -0.001, 0.028], [-0.001, 0.004, 0.001], [-0.003, -0.005, -0.008], [-0.084, 0.050, 0.060], [0.024, -0.016, 0.004], [0.017, 0.036, 0.000], [0.001, 0.001, 0.010], [0.003, -0.004, -0.004], [0.008, -0.002, 0.003], [0.001, 0.000, -0.007], [0.000, 0.006, -0.002], [-0.001, 0.003, 0.000], [-0.002, 0.003, 0.000], [-0.009, 0.002, 0.005], [0.003, 0.004, 0.002], [-0.007, 0.010, 0.002], [-0.004, 0.002, 0.004], [0.010, 0.013, -0.004], [-0.010, 0.006, -0.004], [-0.004, -0.005, 0.001], [-0.008, -0.004, 0.003], [-0.002, -0.003, 0.005], [0.014, -0.008, 0.030], [-0.036, 0.020, -0.051], [0.034, -0.014, 0.007], [0.009, -0.008, 0.016], [-0.014, 0.064, 0.041], [-0.255, -0.084, -0.024], [0.065, -0.038, -0.043], [-0.011, 0.050, 0.053], [0.030, -0.136, -0.128], [0.016, 0.044, 0.021], [-0.002, 0.047, 0.054], [0.018, -0.015, 0.001], [-0.006, 0.023, -0.003], [0.002, 0.006, 0.000], [-0.005, -0.004, 0.006], [0.030, 0.013, 0.001], [0.020, 0.004, 0.008], [-0.057, 0.041, 0.020], [0.092, -0.279, -0.118], [0.101, 0.061, 0.056], [-0.127, 0.253, 0.132], [-0.007, 0.000, 0.009], [0.015, 0.011, 0.012], [-0.039, 0.000, -0.014]],
  "total_charge": 1,
  "energy_ev": -86386.13166,
  "orbital_gap_ha": [0.3160, 0.3441],
  "e_homo_ha": [-0.4280, -0.4280],
  "lumo_ha": [-0.112, -0.084],
  "spin_multiplicity": 3,
  "mol_weight_g_mol": 537.32
}

=====

Entry 2:
{
  "formula": "C5H7Cl2OPS",
  "method": "ωB97M-V with the def2-TZVPD basis set",
  "symbols": ["C", "C", "C", "C", "C", "O", "P", "S", "Cl", "Cl", "H", "H", "H", "H", "H", "H", "H"],
  "positions_angstrom": [[0.433894, -1.688119, -2.163758], [0.376952, -0.538767, -1.437657], [0.313390, -0.353361, 0.158586], [-0.566809, 0.685097, 0.708806], [1.765656, 0.080488, 0.470149], [0.104021, -1.594821, 0.683238], [0.436989, -3.313451, -1.426606], [-0.685239, -4.712228, -2.217153], [0.098448, 0.903823, -2.342506], [2.494677, -3.894736, -1.197698], [0.778178, -1.673810, -3.228119], [-0.346726, 1.627633, 0.176525], [-0.344145, 0.753105, 1.791900], [-1.628279, 0.582271, 0.494785], [2.462581, -0.423099, -0.254405], [2.165954, -0.364334, 1.513938], [1.936429, 1.182425, 0.493273]],
  "forces_ev_per_angstrom": [[1.147, 0.593, 0.250], [-1.635, -0.455, 0.101], [2.176, -2.238, -1.244], [-1.199, 1.749, -0.298], [2.538, -0.909, 1.451], [-0.278, -1.811, -1.214], [0.601, 0.475, 0.307], [1.129, 1.517, 1.274], [0.514, 0.214, -0.097], [-1.909, 0.507, 0.017], [-0.811, 0.037, 0.927], [0.240, -0.106, 0.695], [-0.350, 0.125, -0.665], [-0.154, -0.635, 0.373], [-0.439, 0.724, 0.532], [-1.442, 1.042, -2.154], [-0.127, -0.828, -0.253]],
  "total_charge": 0,
  "energy_ev": -52511.89448,
  "orbital_gap_ha": [0.2318, 0.2314],
  "e_homo_ha": [-0.3379, -0.3376],
  "lumo_ha": [-0.106, -0.106],
  "mol_weight_g_mol": 217.06
}

=====

Entry 3:
{
  "formula": "H14O7",
  "method": "ωB97M-V with the def2-TZVPD basis set",
  "symbols": ["O", "H", "H", "O", "H", "H", "O", "H", "H", "O", "H", "H", "O", "H", "H", "O", "H", "H", "O", "H", "H"],
  "positions_angstrom": [[-4.326337, -4.696617, 1.280353], [-3.625437, -4.131047, 0.956173], [-3.878437, -5.349627, 1.818113], [0.036233, -1.863617, 4.134473], [-0.101677, -1.140827, 3.522273], [-0.830517, -2.034897, 4.502743], [3.645763, 4.425433, -3.575947], [4.599303, 4.427133, -3.659527], [3.487583, 4.434803, -2.631937], [-0.714987, -2.896177, -1.576997], [-0.005997, -3.524907, -1.441867], [-1.158437, -3.201007, -2.368607], [0.051043, 0.852533, 0.580203], [0.953043, 1.021563, 0.308093], [-0.158467, -0.000567, 0.199983], [4.170463, 3.489213, 0.811803], [4.971173, 2.975133, 0.707723], [4.438023, 4.247763, 1.330693], [-4.148157, 0.967203, -1.380257], [-4.162347, 0.783123, -2.319477], [-3.241837, 1.215393, -1.198007]],
  "forces_ev_per_angstrom": [[-0.222, -0.013, -0.032], [0.164, 0.205, -0.125], [0.075, -0.183, 0.146], [0.195, -0.165, 0.040], [0.009, 0.254, -0.197], [-0.205, -0.056, 0.121], [-0.136, -0.007, -0.193], [0.228, 0.005, -0.063], [-0.093, -0.011, 0.292], [-0.039, 0.216, 0.186], [0.204, -0.153, 0.070], [-0.162, -0.033, -0.209], [-0.189, 0.101, 0.178], [0.256, 0.123, -0.041], [-0.103, -0.288, -0.149], [-0.207, -0.045, -0.179], [0.193, -0.174, -0.025], [0.008, 0.214, 0.161], [-0.188, -0.038, 0.125], [-0.048, -0.047, -0.230], [0.260, 0.093, 0.123]],
  "total_charge": 0,
  "smiles": "O.O.O.O.O.O.O",
  "energy_ev": -14559.27007,
  "orbital_gap_ha": 0.4294,
  "e_homo_ha": -0.4192,
  "lumo_ha": 0.010,
  "mol_weight_g_mol": 126.10
}

=====

Entry 4:
{
  "formula": "C8H14N3O6",
  "method": "ωB97M-V with the def2-TZVPD basis set",
  "symbols": ["C", "C", "N", "O", "O", "H", "H", "H", "H", "C", "C", "O", "C", "N", "N", "C", "O", "O", "C", "C", "O", "H", "H", "H", "H", "H", "H", "H", "H", "H", "H"],
  "positions_angstrom": [[-1.805096, 0.164574, 2.130924], [-0.503698, -0.496965, 2.097658], [0.644384, 0.254184, 2.038233], [1.753034, -0.321924, 1.921299], [0.560777, 1.505788, 2.087311], [-2.625892, -0.552160, 2.139268], [-1.890531, 0.795732, 3.016073], [-1.922602, 0.809297, 1.258423], [-0.401914, -1.564817, 2.110410], [3.345085, 2.472339, 7.089638], [3.091402, 1.213599, 6.293310], [1.904214, 0.575439, 6.690038], [1.750451, -0.581436, 5.992750], [0.585674, -1.311207, 6.214876], [0.042455, -1.792364, 5.237300], [-1.164070, -2.450065, 5.427649], [-1.617502, -2.582485, 6.541088], [-1.802471, -2.914579, 4.319387], [-2.977639, -3.590351, 4.697077], [-3.687681, -4.202645, 3.513079], [2.563909, -0.967395, 5.184907], [4.273273, 2.961870, 6.789073], [2.522232, 3.177029, 6.955780], [3.408250, 2.234324, 8.152989], [2.998653, 1.418276, 5.215405], [3.901713, 0.480631, 6.421082], [-2.680846, -4.356342, 5.428530], [-3.613781, -2.864783, 5.224004], [-4.599242, -4.723874, 3.812432], [-3.954107, -3.429754, 2.790145], [-3.031546, -4.916794, 3.012478]],
  "forces_ev_per_angstrom": [[-0.251, 0.477, 0.049], [1.817, 0.404, -0.053], [-2.225, -2.017, -0.019], [0.846, -0.117, 0.008], [-0.031, 0.986, 0.073], [-0.010, -0.174, 0.008], [-0.268, 0.322, 0.136], [-0.249, 0.283, -0.073], [0.334, -0.087, -0.059], [-0.568, -0.100, 0.324], [1.429, 0.356, -0.920], [-1.781, -1.647, 0.355], [2.334, 0.521, -2.688], [-2.319, -0.003, 2.827], [2.167, 1.209, -3.611], [-2.044, -1.042, 2.098], [-0.299, -0.246, -0.331], [2.033, 1.031, 0.473], [-1.066, -0.556, 0.832], [0.440, 0.243, -0.429], [-0.251, -0.019, 1.025], [-0.071, -0.185, -0.117], [0.062, 0.033, -0.014], [0.050, 0.056, 0.033], [0.241, 0.038, 0.284], [-0.019, 0.397, -0.102], [-0.335, 0.101, -0.145], [-0.013, -0.315, -0.099], [0.120, 0.100, 0.174], [-0.018, -0.043, -0.009], [-0.055, -0.007, -0.030]],
  "total_charge": -1,
  "energy_ev": -25273.94324,
  "orbital_gap_ha": 0.1432,
  "e_homo_ha": -0.0872,
  "lumo_ha": 0.056,
  "mol_weight_g_mol": 248.22
}

=====

Entry 5:
{
  "formula": "C20H38BF3N2O7",
  "method": "ωB97M-V with the def2-TZVPD basis set",
  "symbols": ["C", "C", "C", "C", "C", "C", "C", "O", "C", "F", "F", "F", "C", "O", "O", "N", "C", "O", "C", "B", "O", "O", "H", "H", "H", "H", "H", "H", "H", "H", "H", "H", "H", "H", "H", "H", "H", "H", "H", "H", "H", "H", "C", "C", "C", "C", "C", "C", "N", "O", "C", "C", "C", "H", "H", "H", "H", "H", "H", "H", "H", "H", "H", "H", "H", "H", "H", "H", "H", "H", "H"],
  "positions_angstrom": [[3.576247, 4.972468, -1.530091], [3.590397, 3.429935, -1.582379], [2.282743, 2.763210, -1.084352], [1.455081, 2.129633, -2.204262], [1.343243, 3.042042, -3.450720], [0.080829, 1.536774, -1.765315], [-0.251027, 0.393155, -2.758570], [-0.703490, 0.938590, -4.031809], [-1.381416, 0.097992, -4.793751], [-2.692911, 0.029172, -4.457807], [-0.918683, -1.167796, -4.766127], [-1.331441, 0.511471, -6.062674], [0.239223, 0.822581, -0.384923], [0.277456, -0.437718, -0.415366], [0.349071, 1.507792, 0.626178], [-1.005731, 2.522095, -1.844264], [-2.304333, 1.991690, -1.510761], [-3.168718, 3.125816, -1.527881], [-4.521637, 2.752802, -1.586451], [-0.842465, 3.764392, -1.034937], [-0.326834, 4.900966, -1.666483], [-1.172428, 3.845937, 0.293711], [2.900824, 5.322019, -0.753031], [3.255915, 5.379219, -2.485617], [4.574760, 5.332681, -1.289050], [3.827866, 3.095270, -2.590474], [4.402039, 3.108364, -0.929794], [2.569686, 2.006971, -0.357928], [1.724977, 3.515387, -0.525903], [2.036945, 1.264938, -2.531453], [2.050627, 2.729107, -4.214984], [0.332578, 3.073516, -3.835911], [1.593034, 4.066041, -3.182701], [0.601692, -0.255835, -2.911835], [-1.049552, -0.232058, -2.367653], [-2.351670, 1.561959, -0.497309], [-2.672741, 1.278507, -2.250520], [-4.735852, 2.198555, -2.507175], [-4.786546, 2.114016, -0.737896], [-5.132770, 3.650586, -1.588596], [-1.024189, 5.273305, -2.216750], [-0.416118, 4.095195, 0.831840], [-0.032438, -3.085185, 0.824539], [-0.447507, -2.479251, 2.171021], [0.774828, -1.880624, 2.878011], [1.753732, -2.931725, 3.391620], [1.072006, -3.938901, 4.316694], [-0.178584, -4.604331, 3.720653], [-1.039591, -3.501520, 3.136145], [-1.783485, -3.030621, 3.933337], [0.199727, -5.647577, 2.653992], [-0.947676, -5.358021, 4.799515], [-1.465347, -1.399947, 1.842901], [0.201030, -2.212038, 0.219806], [0.861682, -3.703811, 0.854995], [-0.835147, -3.659043, 0.359611], [0.434772, -1.259599, 3.713844], [1.250112, -1.212753, 2.157004], [2.230265, -3.448306, 2.556638], [2.556334, -2.435295, 3.938355], [1.763702, -4.735588, 4.589352], [0.789435, -3.432435, 5.245376], [-0.680142, -5.985518, 2.106297], [0.635630, -6.514017, 3.145647], [0.934156, -5.293848, 1.937748], [-1.183405, -4.735002, 5.660763], [-0.331587, -6.181466, 5.149414], [-1.878023, -5.770384, 4.407774], [-2.363261, -1.836404, 1.400857], [-1.008115, -0.729742, 1.110535], [-1.756230, -0.809514, 2.712131]],
  "forces_ev_per_angstrom": [[0.094, -0.582, -0.140], [-0.231, 0.293, 0.424], [0.527, 0.294, -0.110], [-0.018, 0.107, -0.208], [0.132, 0.308, 0.445], [0.067, -0.604, -1.102], [-0.619, 0.098, 0.243], [0.405, -0.131, 0.043], [0.018, 0.162, -0.201], [-0.034, -0.122, 0.081], [-0.005, -0.092, 0.038], [-0.057, 0.063, -0.079], [0.168, -0.035, -0.099], [0.127, -0.462, -0.337], [-0.062, 0.581, 0.628], [-0.183, 0.258, 0.981], [-0.341, 0.337, 0.131], [0.024, -0.050, -0.261], [0.044, -0.160, -0.075], [0.422, 0.266, -0.305], [-0.174, 0.002, 0.377], [-0.076, -0.270, 0.024], [-0.079, 0.087, 0.027], [-0.035, 0.257, 0.023], [0.047, 0.218, -0.164], [0.126, -0.060, -0.060], [0.061, -0.192, -0.051], [-0.252, -0.126, 0.048], [-0.184, -0.023, -0.008], [-0.005, -0.159, 0.154], [-0.107, -0.079, -0.188], [-0.015, -0.150, -0.192], [-0.033, 0.060, -0.011], [0.141, 0.072, -0.127], [-0.053, 0.018, 0.094], [0.044, -0.197, 0.012], [0.183, -0.171, -0.062], [0.033, -0.047, -0.043], [-0.117, 0.058, 0.094], [0.037, 0.089, 0.146], [0.244, -0.031, -0.308], [-0.104, 0.138, 0.096], [0.172, -0.443, 0.263], [-0.396, -0.002, -2.554], [0.348, -0.245, 0.886], [-0.088, -0.128, -0.161], [0.146, 0.895, -0.018], [0.051, -2.245, -0.712], [2.343, 2.138, 2.587], [-1.375, -0.535, -0.510], [0.066, 0.235, -0.318], [-0.337, 0.461, 0.225], [-0.456, 0.074, 0.680], [-0.053, 0.042, -0.277], [-0.046, 0.021, 0.102], [-0.062, 0.090, 0.018], [-0.107, -0.022, -0.045], [-0.224, 0.005, -0.184], [0.002, 0.009, -0.011], [0.003, -0.008, 0.012], [-0.110, -0.154, -0.032], [-0.124, -0.029, -0.029], [-0.006, -0.001, -0.007], [-0.058, 0.022, 0.151], [-0.063, 0.044, 0.029], [-0.030, 0.034, -0.047], [0.087, -0.017, -0.069], [0.011, -0.021, -0.016], [0.004, -0.034, -0.020], [0.128, -0.143, 0.057], [0.011, -0.070, 0.025]],
  "total_charge": 0,
  "energy_ev": -47496.80139,
  "orbital_gap_ha": 0.1372,
  "e_homo_ha": -0.2710,
  "lumo_ha": -0.134,
  "mol_weight_g_mol": 486.34
}